Entry 1:
Here is a cluster of 12 separate species, C66H84O6S2 in total from the Open Molecules 2025 dataset. Energies are from the ωB97M-V functional and the def2-TZVPD basis.

The geometry in ORCA input format:
```
! wB97M-V def2-TZVPD RIJCOSX def2/J DEFGRID3
* xyz 0 1
O -20.208 22.493 -28.525
S -19.695 21.493 -27.623
O -19.974 21.512 -26.205
O -20.106 20.033 -28.201
C -21.432 19.556 -27.898
C -21.429 18.044 -28.054
C -17.947 21.263 -27.880
H -22.111 20.068 -28.581
H -21.682 19.799 -26.861
H -22.462 17.764 -27.834
H -20.801 17.490 -27.361
H -21.148 17.806 -29.080
H -17.702 21.342 -28.939
H -17.732 20.229 -27.620
H -17.394 22.034 -27.351
O -11.030 21.400 -20.123
S -12.386 21.691 -20.488
O -12.664 22.511 -21.621
O -13.172 20.269 -20.695
C -14.488 20.368 -21.255
C -15.407 19.293 -20.721
C -13.262 22.289 -19.000
H -14.408 20.396 -22.344
H -14.920 21.347 -21.015
H -16.423 19.683 -20.657
H -15.106 18.956 -19.729
H -15.427 18.451 -21.408
H -14.255 22.629 -19.259
H -12.610 23.047 -18.570
H -13.222 21.443 -18.316
C -18.721 18.015 -24.916
C -17.787 17.781 -25.927
C -16.511 17.349 -25.613
C -16.148 17.135 -24.293
C -17.079 17.335 -23.289
C -18.367 17.752 -23.596
H -19.744 18.258 -25.176
H -17.994 17.930 -26.981
H -15.859 17.109 -26.448
H -15.202 16.725 -23.955
H -16.785 17.033 -22.292
H -19.129 17.722 -22.826
C -12.750 13.703 -22.801
C -12.047 14.823 -22.378
C -12.648 15.839 -21.652
C -13.961 15.672 -21.242
C -14.682 14.564 -21.638
C -14.091 13.575 -22.428
H -12.285 12.899 -23.355
H -10.995 14.932 -22.617
H -12.074 16.739 -21.472
H -14.468 16.477 -20.720
H -15.662 14.378 -21.211
H -14.685 12.745 -22.781
C -14.101 22.791 -27.011
C -14.536 23.500 -25.893
C -15.133 22.829 -24.842
C -15.360 21.464 -24.889
C -14.964 20.764 -26.027
C -14.333 21.426 -27.086
H -13.632 23.394 -27.778
H -14.417 24.575 -25.932
H -15.374 23.426 -23.968
H -15.804 20.963 -24.041
H -15.022 19.684 -26.074
H -14.074 20.880 -27.984
C -10.969 14.060 -27.872
C -12.280 14.510 -27.751
C -12.686 15.233 -26.643
C -11.717 15.544 -25.688
C -10.387 15.165 -25.812
C -10.042 14.358 -26.892
H -10.774 13.530 -28.796
H -12.954 14.294 -28.573
H -13.733 15.469 -26.520
H -11.997 16.190 -24.864
H -9.624 15.488 -25.119
H -9.034 13.970 -26.985
C -20.019 14.079 -21.372
C -20.429 13.992 -20.048
C -21.103 15.043 -19.427
C -21.556 16.137 -20.185
C -21.186 16.212 -21.512
C -20.410 15.213 -22.084
H -19.332 13.414 -21.873
H -20.167 13.159 -19.406
H -21.349 14.948 -18.379
H -22.194 16.863 -19.700
H -21.511 17.022 -22.156
H -20.035 15.348 -23.092
C -15.234 12.516 -26.082
C -15.795 13.669 -25.537
C -16.763 13.578 -24.535
C -16.996 12.334 -23.945
C -16.369 11.186 -24.382
C -15.505 11.311 -25.471
H -14.565 12.561 -26.929
H -15.663 14.614 -26.052
H -17.292 14.465 -24.213
H -17.722 12.346 -23.138
H -16.631 10.215 -23.989
H -14.978 10.417 -25.793
C -23.162 19.900 -23.509
C -21.808 20.086 -23.647
C -20.955 20.090 -22.537
C -21.488 19.760 -21.304
C -22.860 19.590 -21.137
C -23.693 19.635 -22.238
H -23.839 19.977 -24.349
H -21.390 20.377 -24.607
H -19.892 20.247 -22.653
H -20.801 19.734 -20.466
H -23.289 19.477 -20.149
H -24.762 19.493 -22.141
C -19.554 14.653 -26.955
C -20.614 15.039 -26.138
C -21.892 14.677 -26.505
C -22.158 14.041 -27.715
C -21.084 13.745 -28.550
C -19.771 14.001 -28.151
H -18.543 14.683 -26.558
H -20.387 15.691 -25.304
H -22.688 14.979 -25.831
H -23.149 13.714 -27.993
H -21.312 13.122 -29.407
H -18.945 13.590 -28.717
C -14.885 16.575 -29.228
C -15.979 15.726 -29.381
C -17.234 16.237 -29.661
C -17.413 17.603 -29.813
C -16.334 18.470 -29.686
C -15.078 17.943 -29.351
H -13.888 16.183 -29.100
H -15.858 14.648 -29.366
H -18.080 15.578 -29.794
H -18.384 17.979 -30.111
H -16.397 19.533 -29.866
H -14.206 18.575 -29.239
C -17.369 16.851 -19.213
C -17.680 17.822 -18.079
C -19.034 18.493 -18.167
C -19.422 19.275 -16.916
C -20.828 19.904 -16.894
C -22.007 18.982 -16.633
H -18.056 16.004 -19.134
H -16.356 16.448 -19.223
H -17.517 17.339 -20.180
H -17.566 17.332 -17.108
H -16.929 18.624 -18.112
H -19.809 17.738 -18.343
H -19.039 19.119 -19.065
H -19.247 18.748 -15.970
H -18.674 20.076 -16.835
H -20.748 20.716 -16.169
H -20.897 20.423 -17.858
H -22.001 18.613 -15.610
H -22.961 19.402 -16.952
H -21.957 18.107 -17.295
*
```

Here are the Löwdin charges for atoms 1 to 8, given in e: -0.28 0.62 -0.29 -0.29 -0.25 -0.05 -0.11 0.13

=====

Entry 2:
Here is a cluster of 2 separate species, C7H17BrN2 in total from the Open Molecules 2025 dataset. Energies are from the ωB97M-V functional and the def2-TZVPD basis.

The geometry in ORCA input format:
```
! wB97M-V def2-TZVPD RIJCOSX def2/J DEFGRID3
* xyz 2 1
C -0.859 0.933 0.134
C 0.261 0.700 0.697
C 1.231 0.872 1.560
C 2.291 -2.448 -2.805
C -1.844 2.064 0.655
C -3.305 1.671 0.690
C 2.420 -1.087 -0.554
N -3.632 0.825 1.944
N 2.966 -2.290 -1.464
Br 3.043 0.683 -1.378
H -1.288 0.328 -0.666
H 3.050 -1.252 0.404
H 1.085 -0.015 2.333
H 2.137 1.359 1.521
H 2.804 -1.692 -3.514
H 2.220 -3.464 -3.197
H 1.299 -2.015 -2.779
H -1.542 2.463 1.694
H -1.671 2.935 -0.110
H -3.534 1.105 -0.182
H -3.894 2.576 0.871
H 1.273 -0.937 -0.407
H -3.609 1.175 2.943
H -3.278 -0.163 2.082
H -4.690 0.723 1.793
H 3.060 -3.007 -0.715
H 4.007 -2.040 -1.549
*
```

The value obtained for the relative energy (zero: lowest compared OMol25 entry of this formula, charge and spin) is 32.0 kcal per mole.

Here are the natural (NBO) charges for atoms 1 to 8, given in e: -0.32 0.04 -0.41 -0.44 -0.44 -0.21 -0.29 -0.73

=====

Entry 3:
Here is a cluster of 2 separate species, C3H8BrN2 in total from the Open Molecules 2025 dataset. Energies are from the ωB97M-V functional and the def2-TZVPD basis.

The geometry in ORCA input format:
```
! wB97M-V def2-TZVPD RIJCOSX def2/J DEFGRID3
* xyz 1 1
C -0.915 -0.417 0.008
C 2.234 0.575 -0.148
C -1.709 0.784 -0.037
N 1.457 -0.413 0.506
N -1.077 -1.637 -0.279
Br -3.692 0.104 0.146
H 2.182 1.648 -0.157
H 3.266 0.507 0.329
H 2.461 0.317 -1.137
H -1.637 1.388 -0.950
H -1.483 1.594 0.690
H 1.253 -0.207 1.531
H -2.051 -2.015 -0.426
H -0.288 -2.226 -0.077
*
```

The value obtained for the relative energy (zero: lowest compared OMol25 entry of this formula, charge and spin) is 129.0 kcal per mole.

Here are the natural (NBO) charges for atoms 1 to 8, given in e: 0.50 -0.51 -0.56 -0.41 -0.67 0.01 0.24 0.29

=====

no.,HOMO (eV),LUMO energy (eV)
1,-9.1,0.4
2,-16.0,-5.9
3,-13.9,-6.3